Record 1
{
  "formula": "C54H59BrClN2O6P2",
  "method": "wB97M-V/def2-TZVPD",
  "e_homo_ev": -10.15,
  "e_above_lowest_ev": 0.000,
  "max_force_ev_per_a": 0.7,
  "total_charge": 1,
  "lumo_ev": -4.7,
  "elements": ["C", "C", "O", "C", "C", "O", "C", "C", "N", "C", "C", "C", "N", "C", "P", "O", "Cl", "C", "C", "O", "O", "P", "O", "Br", "H", "H", "H", "H", "H", "H", "H", "H", "H", "H", "H", "H", "H", "H", "H", "H", "H", "C", "C", "C", "C", "C", "C", "H", "H", "H", "H", "H", "H", "C", "C", "C", "C", "C", "C", "H", "H", "H", "H", "H", "H", "C", "C", "C", "C", "C", "C", "H", "H", "H", "H", "H", "H", "C", "C", "C", "C", "C", "C", "H", "H", "H", "H", "H", "H", "C", "C", "C", "C", "C", "C", "H", "H", "H", "H", "H", "H", "C", "C", "C", "C", "C", "C", "H", "H", "H", "H", "H", "H", "C", "C", "C", "C", "C", "C", "H", "H", "H", "H", "H", "H"],
  "coordinates": [[-4.678, 6.483, -4.037], [-4.974, 5.006, -3.868], [-4.746, 4.252, -5.052], [-3.410, 4.236, -5.495], [-3.142, 2.856, -6.081], [-2.107, 2.109, -5.406], [-0.877, 2.623, -5.363], [-0.241, 3.183, -6.453], [1.010, 3.653, -6.312], [1.727, 3.606, -5.171], [3.092, 4.221, -5.253], [3.076, 5.732, -5.087], [2.311, 6.412, -4.356], [1.148, 3.014, -4.048], [1.888, 2.683, -2.344], [2.995, 1.568, -2.722], [3.040, 4.321, -1.956], [-0.168, 2.552, -4.158], [-0.885, 1.926, -2.984], [-0.736, 0.787, -2.708], [-1.747, 2.789, -2.355], [-1.024, 4.168, -1.755], [-2.353, 5.074, -1.751], [-0.754, 3.798, 0.424], [-5.079, 6.814, -4.993], [-3.602, 6.669, -4.059], [-5.088, 7.075, -3.223], [-4.385, 4.560, -3.061], [-6.017, 4.869, -3.591], [-2.730, 4.475, -4.669], [-3.281, 4.993, -6.275], [-2.907, 2.901, -7.145], [-4.049, 2.268, -5.993], [-0.722, 3.266, -7.415], [1.438, 4.067, -7.133], [3.761, 3.717, -4.561], [3.492, 4.014, -6.250], [3.833, 6.264, -5.658], [1.646, 5.823, -3.848], [3.779, 1.909, -3.174], [-2.144, 5.913, -1.313], [7.080, 2.606, -9.665], [6.051, 2.059, -8.912], [5.727, 2.613, -7.681], [6.428, 3.715, -7.208], [7.456, 4.262, -7.962], [7.783, 3.704, -9.189], [7.337, 2.173, -10.622], [5.505, 1.201, -9.283], [4.930, 2.177, -7.088], [6.177, 4.149, -6.247], [8.002, 5.120, -7.593], [8.588, 4.126, -9.777], [-0.943, -2.452, 0.194], [-1.680, -1.437, -0.402], [-3.060, -1.409, -0.254], [-3.703, -2.382, 0.499], [-2.963, -3.388, 1.103], [-1.585, -3.425, 0.946], [0.134, -2.481, 0.078], [-1.184, -0.672, -0.982], [-3.638, -0.628, -0.729], [-4.779, -2.353, 0.616], [-3.461, -4.143, 1.698], [-1.007, -4.213, 1.416], [-1.740, -1.044, 4.967], [-1.221, -2.039, 4.150], [-0.580, -3.133, 4.709], [-0.462, -3.242, 6.088], [-0.984, -2.249, 6.907], [-1.619, -1.149, 6.346], [-2.239, -0.188, 4.530], [-1.312, -1.963, 3.075], [-0.172, -3.903, 4.065], [0.034, -4.099, 6.526], [-0.895, -2.334, 7.982], [-2.022, -0.374, 6.986], [0.260, -7.185, 1.456], [1.479, -7.187, 0.793], [2.633, -6.796, 1.459], [2.571, -6.410, 2.791], [1.352, -6.412, 3.454], [0.196, -6.795, 2.787], [-0.640, -7.488, 0.937], [1.530, -7.494, -0.244], [3.582, -6.793, 0.937], [3.471, -6.108, 3.311], [1.303, -6.112, 4.493], [-0.754, -6.792, 3.306], [7.812, -6.673, 2.600], [8.779, -6.196, 3.475], [8.516, -5.081, 4.259], [7.284, -4.448, 4.174], [6.317, -4.926, 3.302], [6.582, -6.037, 2.512], [8.018, -7.541, 1.987], [9.737, -6.693, 3.545], [9.271, -4.707, 4.938], [7.078, -3.581, 4.789], [5.355, -4.432, 3.238], [5.829, -6.408, 1.829], [-4.016, -4.229, 9.503], [-3.651, -2.963, 9.068], [-3.625, -1.902, 9.962], [-3.958, -2.108, 11.294], [-4.322, -3.374, 11.730], [-4.354, -4.434, 10.834], [-4.038, -5.056, 8.805], [-3.387, -2.803, 8.031], [-3.346, -0.913, 9.621], [-3.935, -1.281, 11.992], [-4.580, -3.535, 12.768], [-4.641, -5.421, 11.174], [-4.748, 3.157, 0.215], [-4.472, 2.146, 1.124], [-5.231, 2.027, 2.280], [-6.269, 2.915, 2.524], [-6.543, 3.928, 1.615], [-5.779, 4.052, 0.463], [-4.154, 3.256, -0.686], [-3.668, 1.452, 0.937], [-5.012, 1.239, 2.991], [-6.863, 2.819, 3.423], [-7.352, 4.621, 1.806], [-5.990, 4.847, -0.241]],
  "forces_ev_per_a": [[0.4, -0.2, -0.2], [0.0, 0.0, 0.4], [-0.2, -0.1, 0.0], [-0.4, 0.1, 0.0], [0.0, 0.0, -0.6], [-0.1, 0.0, 0.5], [0.0, 0.1, -0.1], [-0.1, 0.0, 0.2], [-0.3, -0.1, 0.1], [0.1, -0.2, 0.0], [-0.2, -0.2, -0.6], [0.2, 0.2, 0.3], [-0.2, -0.1, -0.1], [-0.1, 0.3, -0.2], [-0.2, -0.5, 0.2], [0.0, 0.2, 0.0], [0.0, 0.2, -0.1], [0.4, 0.1, -0.2], [-0.1, 0.1, -0.2], [-0.3, -0.1, 0.1], [0.2, -0.1, 0.4], [0.4, 0.2, 0.2], [0.0, -0.1, -0.1], [-0.1, -0.2, -0.2], [-0.2, 0.2, 0.1], [0.1, 0.0, 0.0], [-0.2, 0.0, 0.0], [0.1, 0.1, 0.0], [-0.1, -0.2, -0.3], [0.1, -0.1, 0.0], [0.1, 0.1, 0.0], [0.1, 0.0, 0.0], [0.0, -0.2, 0.2], [0.1, 0.1, -0.1], [0.1, 0.1, 0.0], [0.1, 0.3, 0.2], [0.1, -0.1, 0.0], [0.1, 0.0, 0.0], [0.0, 0.1, 0.1], [0.1, -0.2, 0.0], [-0.3, 0.1, 0.0], [0.0, 0.0, 0.0], [0.0, 0.0, 0.0], [0.0, 0.1, 0.0], [-0.1, 0.0, 0.0], [0.0, 0.0, 0.0], [0.0, 0.0, 0.0], [0.0, 0.0, 0.0], [0.0, 0.0, 0.0], [0.0, 0.0, 0.0], [0.0, 0.0, 0.0], [0.0, 0.0, 0.0], [0.0, 0.0, 0.0], [0.0, 0.0, 0.0], [0.0, 0.0, 0.0], [0.0, 0.0, 0.0], [0.0, 0.0, 0.0], [0.0, 0.0, 0.0], [0.0, -0.1, 0.0], [0.0, 0.0, 0.0], [0.0, -0.1, 0.0], [0.0, 0.1, 0.0], [0.0, 0.0, 0.0], [0.0, 0.0, 0.0], [0.0, 0.0, 0.0], [0.0, 0.0, 0.0], [0.0, 0.1, 0.0], [0.0, -0.1, 0.0], [0.0, 0.0, 0.0], [0.1, 0.0, 0.0], [0.0, 0.0, 0.0], [0.0, 0.0, 0.0], [0.0, 0.0, 0.0], [0.0, 0.0, 0.0], [0.0, 0.0, 0.0], [0.0, 0.0, 0.0], [0.0, 0.0, 0.0], [0.0, 0.0, 0.0], [0.0, 0.0, 0.0], [0.0, 0.0, 0.0], [0.0, 0.0, 0.0], [0.0, 0.0, 0.0], [0.0, 0.0, 0.0], [0.0, 0.0, 0.0], [0.0, 0.0, 0.0], [0.0, 0.0, 0.0], [0.0, 0.0, 0.0], [0.0, 0.0, 0.0], [0.0, 0.0, 0.0], [0.0, 0.0, 0.0], [0.0, 0.0, 0.0], [0.0, 0.0, 0.0], [0.0, 0.0, 0.0], [0.0, 0.0, 0.0], [0.0, 0.0, 0.0], [0.0, 0.0, 0.0], [0.0, 0.0, 0.0], [0.0, 0.0, 0.0], [0.0, 0.0, 0.0], [0.0, 0.0, 0.0], [0.0, 0.0, 0.0], [0.0, 0.0, 0.0], [-0.1, 0.0, 0.0], [0.0, 0.0, 0.0], [0.0, 0.0, 0.0], [0.0, 0.0, 0.0], [0.0, 0.0, 0.0], [0.0, 0.0, 0.0], [0.0, 0.0, 0.0], [0.0, 0.0, 0.0], [0.0, 0.0, 0.0], [0.0, 0.0, 0.0], [0.0, 0.0, 0.0], [0.0, 0.1, 0.0], [0.0, 0.0, 0.0], [0.0, 0.0, 0.0], [0.0, 0.0, 0.0], [0.0, 0.0, 0.0], [0.0, 0.0, 0.0], [0.0, 0.0, 0.0], [0.1, -0.1, 0.0], [0.0, 0.0, 0.0], [0.0, 0.0, 0.0], [0.0, 0.0, 0.0], [0.0, 0.0, 0.0]]
}


Record 2
{
  "formula": "C32H81IN8O8P2S2Si2",
  "method": "wB97M-V/def2-TZVPD",
  "e_homo_ev": -8.23,
  "max_force_ev_per_a": 9.1,
  "total_charge": 0,
  "lumo_ev": -1.2,
  "elements": ["C", "C", "C", "N", "Si", "I", "C", "C", "C", "S", "O", "Si", "C", "C", "C", "C", "C", "O", "C", "C", "C", "C", "C", "C", "S", "O", "O", "O", "C", "C", "C", "N", "O", "H", "H", "H", "H", "H", "H", "H", "H", "H", "H", "H", "H", "H", "H", "H", "H", "H", "H", "H", "H", "H", "H", "H", "H", "H", "H", "H", "H", "H", "H", "H", "H", "H", "H", "H", "H", "H", "H", "H", "H", "H", "H", "H", "H", "H", "O", "P", "N", "C", "C", "N", "C", "C", "N", "C", "C", "H", "H", "H", "H", "H", "H", "H", "H", "H", "H", "H", "H", "H", "H", "H", "H", "H", "H", "O", "P", "N", "C", "C", "N", "C", "C", "N", "C", "C", "H", "H", "H", "H", "H", "H", "H", "H", "H", "H", "H", "H", "H", "H", "H", "H", "H", "H"],
  "coordinates": [[3.416, -0.948, 5.412], [4.397, 0.351, 5.722], [5.482, 0.653, 4.510], [4.885, 0.618, 3.121], [3.655, 1.962, 2.895], [4.065, 3.862, 4.413], [3.894, 2.521, 1.027], [4.390, 4.078, 0.883], [4.136, 4.505, -0.713], [3.272, 6.207, -0.713], [2.085, 1.203, 3.010], [0.780, 2.320, 3.339], [-0.867, 1.304, 2.994], [-0.576, -0.046, 2.057], [-1.933, -0.639, 1.336], [-1.790, -0.755, -0.310], [-0.521, -1.716, -0.781], [-0.193, -1.613, -2.211], [0.260, -0.266, -2.589], [1.587, 0.270, -1.781], [0.786, 3.955, 2.339], [-0.560, 4.205, 1.406], [-1.735, 5.081, 2.141], [-2.969, 5.215, 1.021], [-3.249, 6.971, 0.432], [-3.921, 7.866, 1.537], [-1.952, 7.642, -0.091], [-4.366, 6.967, -0.894], [0.633, 2.827, 5.232], [-0.955, 3.104, 5.675], [-0.975, 4.516, 6.572], [-0.532, 5.832, 5.909], [-1.385, 4.596, 7.840], [3.264, -1.624, 6.382], [2.349, -0.579, 5.096], [3.952, -1.610, 4.608], [5.056, 0.031, 6.663], [3.784, 1.288, 6.062], [6.144, 1.624, 4.711], [6.261, -0.250, 4.556], [4.439, -0.300, 2.896], [2.868, 2.288, 0.467], [4.716, 1.848, 0.516], [3.761, 4.852, 1.516], [5.519, 4.246, 1.163], [3.322, 3.743, -1.110], [5.124, 4.496, -1.341], [2.575, 6.389, 0.515], [-1.736, 1.971, 2.587], [-1.240, 0.863, 4.038], [0.335, 0.099, 1.334], [-0.236, -0.883, 2.838], [-2.854, 0.065, 1.593], [-2.242, -1.715, 1.711], [-1.724, 0.343, -0.711], [-2.755, -1.241, -0.815], [0.414, -1.594, -0.065], [-0.900, -2.834, -0.603], [0.582, -0.335, -3.735], [-0.582, 0.562, -2.555], [1.310, 0.885, -0.812], [2.162, 1.004, -2.503], [2.350, -0.610, -1.519], [1.704, 4.133, 1.638], [0.792, 4.858, 3.120], [-0.926, 3.192, 0.941], [-0.188, 4.864, 0.482], [-2.223, 4.576, 3.078], [-1.378, 6.163, 2.494], [-3.972, 4.868, 1.554], [-2.729, 4.486, 0.112], [-4.743, 6.031, -0.976], [1.182, 3.861, 5.456], [1.035, 1.965, 5.948], [-1.333, 2.254, 6.391], [-1.656, 3.312, 4.760], [-0.858, 5.877, 4.913], [0.509, 5.896, 5.859], [0.335, 0.529, -6.158], [0.149, -0.110, -7.556], [1.598, 0.631, -8.139], [1.911, 1.039, -9.506], [2.831, 0.141, -7.515], [-1.171, 0.950, -7.918], [-1.063, 2.084, -8.828], [-2.021, 1.352, -6.786], [-0.064, -0.845, -9.163], [-1.448, -1.200, -9.550], [0.682, -2.121, -9.233], [2.098, 0.187, -10.170], [2.814, 1.663, -9.525], [1.148, 1.658, -9.960], [3.198, -0.770, -8.000], [2.690, -0.087, -6.455], [3.624, 0.895, -7.564], [-0.318, 2.808, -8.493], [-2.022, 2.608, -8.932], [-0.839, 1.747, -9.842], [-1.563, 2.164, -6.209], [-2.207, 0.506, -6.119], [-3.003, 1.694, -7.132], [-1.941, -1.788, -8.768], [-1.460, -1.781, -10.481], [-2.062, -0.323, -9.768], [0.309, -2.839, -8.494], [1.747, -1.978, -9.048], [0.607, -2.570, -10.230], [-0.128, -5.530, 3.210], [-1.322, -6.515, 3.247], [-1.624, -6.287, 1.561], [-2.898, -6.385, 0.854], [-0.571, -6.796, 0.676], [-2.296, -5.378, 4.118], [-3.381, -4.620, 3.509], [-1.590, -4.492, 5.057], [-2.695, -7.648, 3.290], [-3.367, -7.825, 4.596], [-2.236, -9.005, 2.919], [-3.253, -7.417, 0.761], [-2.805, -5.986, -0.165], [-3.689, -5.796, 1.302], [-0.694, -7.864, 0.470], [0.426, -6.658, 1.104], [-0.570, -6.264, -0.282], [-3.031, -3.989, 2.690], [-3.881, -3.975, 4.243], [-4.175, -5.287, 3.165], [-1.119, -3.650, 4.536], [-0.821, -5.041, 5.607], [-2.276, -4.086, 5.808], [-2.643, -8.038, 5.390], [-4.092, -8.647, 4.558], [-3.958, -6.953, 4.886], [-1.485, -9.376, 3.626], [-1.792, -9.024, 1.923], [-3.073, -9.713, 2.890]],
  "forces_ev_per_a": [[0.2, 0.3, 0.6], [0.8, -0.8, 1.1], [0.9, -1.7, 1.0], [-1.2, 1.8, 1.4], [0.4, -2.9, -2.1], [-0.1, -0.2, -0.2], [0.2, 0.4, -0.3], [-0.5, 0.3, -1.2], [-1.0, -1.0, 1.7], [0.2, -0.1, 0.1], [0.5, 3.2, 0.6], [-1.0, -1.1, 0.7], [-0.4, -1.4, 0.3], [-0.3, -0.8, 1.1], [-0.5, -0.2, -0.8], [-0.1, 0.0, -0.1], [-1.0, -0.7, 1.1], [0.1, 1.8, 1.7], [1.2, 0.7, -1.3], [0.2, 0.1, -0.2], [-0.4, 2.1, -0.7], [1.0, 0.9, -0.6], [-0.5, 0.2, -0.6], [-0.4, -1.6, 0.7], [1.2, 6.7, 1.2], [2.1, -4.3, -3.9], [-4.4, -3.4, 1.5], [1.2, -2.4, 2.0], [-0.4, 0.5, 1.3], [0.5, 1.2, 1.1], [-1.7, 0.8, 4.8], [-0.2, -2.1, -0.2], [2.7, -0.9, -7.8], [0.5, 1.6, -2.1], [2.2, -0.9, 0.2], [-1.4, 1.2, 1.4], [-1.3, 0.9, -1.9], [1.1, -1.7, -0.9], [-1.8, -2.0, -0.6], [-1.6, 1.9, 0.0], [0.6, 1.0, 0.5], [2.2, 0.8, 1.1], [-1.7, 1.2, 1.2], [1.3, -1.9, -1.1], [-2.2, -0.6, -0.4], [2.0, 1.6, 0.5], [-2.2, 0.3, 1.1], [1.1, -1.0, -1.3], [1.6, -1.3, 0.6], [0.7, 1.1, -2.2], [-2.0, -0.2, 1.2], [-0.5, 1.9, -1.8], [1.9, -1.4, -0.6], [0.9, 2.2, -0.5], [0.2, -2.1, 0.6], [2.0, 1.1, 1.3], [-1.8, 0.0, -1.7], [0.9, 2.4, -0.6], [-0.9, 0.0, 2.5], [1.5, -1.8, 0.2], [0.6, -1.4, -1.8], [-1.2, -1.4, 1.4], [-1.8, 1.9, -0.5], [-1.6, -0.5, 1.4], [0.2, -1.9, -1.5], [0.4, 2.0, 1.1], [-1.0, -1.3, 1.9], [1.1, 0.7, -1.8], [-0.6, -2.4, -1.0], [2.0, 1.0, -1.4], [-0.6, 1.9, 1.8], [0.6, 1.7, 0.1], [-0.8, -2.6, -0.5], [-0.7, 2.0, -1.5], [0.5, 1.8, -1.7], [1.2, -0.6, 1.7], [0.4, -0.4, 1.2], [-1.1, -0.1, 0.3], [-0.2, -4.6, 1.0], [0.6, 8.8, -2.4], [1.5, -0.4, -0.2], [0.0, -0.3, -0.3], [0.0, 0.3, 0.6], [-1.6, 0.3, 0.1], [-0.1, -0.6, -0.5], [0.3, -0.3, 0.1], [-1.2, -3.0, 1.9], [-0.7, 0.3, -0.3], [0.7, -0.2, -0.4], [0.1, 0.0, -0.1], [-0.1, -0.2, 0.4], [-0.2, -0.2, 0.1], [0.2, 0.0, -0.1], [-0.2, 0.1, -0.2], [-0.1, 0.0, -0.1], [0.2, 0.1, 0.0], [0.1, -0.2, 0.3], [0.2, 0.0, 0.0], [-0.1, -0.1, 0.1], [0.1, 0.2, 0.0], [0.2, 0.0, -0.3], [-0.1, 0.0, -0.2], [0.4, -0.1, 0.2], [0.3, 0.0, 0.4], [0.0, -0.1, -0.3], [0.0, 0.2, 0.1], [-0.1, 0.2, 0.2], [1.9, -4.0, 1.6], [-4.0, 7.4, -3.4], [0.3, -0.7, -1.4], [-0.2, -0.4, 0.0], [0.5, 0.5, 0.1], [-0.5, 0.7, 1.5], [-0.4, -0.7, 0.2], [0.3, -0.3, -0.1], [2.1, -2.0, 2.3], [-0.6, 0.3, 0.5], [-0.1, -0.4, -0.7], [-0.1, -0.1, -0.1], [0.4, -0.1, 0.2], [0.1, -0.1, 0.3], [-0.1, -0.1, -0.2], [-0.2, 0.1, 0.1], [-0.1, 0.0, 0.1], [0.0, 0.1, -0.2], [0.4, -0.1, 0.1], [0.1, 0.0, -0.2], [0.1, 0.0, 0.1], [0.0, 0.2, -0.2], [-0.2, -0.1, -0.2], [-0.2, -0.1, 0.0], [0.4, -0.1, -0.3], [0.4, 0.0, -0.2], [-0.2, -0.2, 0.0], [0.1, 0.2, 0.0], [0.1, 0.2, 0.1]]
}


Record 3
{
  "formula": "C6H14O",
  "method": "wB97M-V/def2-TZVPD",
  "e_homo_ev": -10.86,
  "e_above_lowest_ev": 1.569,
  "max_force_ev_per_a": 0.5,
  "total_charge": 0,
  "lumo_ev": 1.0,
  "elements": ["C", "C", "C", "C", "C", "C", "O", "H", "H", "H", "H", "H", "H", "H", "H", "H", "H", "H", "H", "H", "H"],
  "coordinates": [[0.779, 2.455, -1.121], [0.065, 1.189, -0.717], [-0.020, 0.628, 0.711], [0.603, -0.177, -1.127], [-0.277, -0.792, -0.043], [0.059, -2.260, 0.299], [-1.957, -0.912, 2.225], [0.319, 3.342, -0.672], [0.692, 2.551, -2.210], [1.842, 2.434, -0.863], [-0.977, 1.251, -1.058], [-0.737, 1.171, 1.351], [0.953, 0.657, 1.224], [-1.263, -0.276, 2.018], [1.646, -0.268, -0.788], [0.511, -0.537, -2.153], [-1.319, -0.777, -0.386], [0.773, -2.408, 1.115], [0.516, -2.708, -0.597], [-0.832, -2.870, 0.501], [-1.477, -1.745, 2.233]],
  "forces_ev_per_a": [[0.1, 0.1, 0.0], [0.0, 0.1, -0.2], [0.0, -0.2, -0.1], [0.1, 0.0, -0.3], [0.1, 0.1, 0.0], [0.1, 0.1, 0.1], [-0.1, -0.2, 0.4], [0.1, -0.1, 0.0], [0.1, 0.1, 0.2], [-0.1, 0.0, 0.0], [0.1, 0.0, -0.1], [0.0, -0.5, -0.2], [-0.1, -0.2, -0.2], [-0.3, -0.1, 0.1], [-0.1, 0.1, -0.3], [-0.1, 0.0, 0.0], [0.2, 0.2, 0.1], [0.0, 0.2, 0.0], [-0.1, 0.2, 0.2], [0.2, 0.3, 0.1], [-0.2, -0.1, 0.1]]
}


Computed energy (eV) in order:
-173357.361; -126889.879; -8495.323
Computed frontier orbital gap (eV) in order:
5.5; 7.0; 11.8